Record 1
The following is a quantum chemistry calculation of a molecular structure, C26H39Br2N6Y at a distorted geometry, from the Open Molecules 2025 dataset.

Lowest unoccupied orbital energy in eV: -6.31
ΔE to the lowest compared entry with this formula, charge and spin in kcal/mol: 26.9
Net charge: +2
Multiplicity: 1
HOMO energy in Eh: -0.496

Geometry as XYZ:
```
74
Properties=species:S:1:pos:R:3:forces:R:3:nbo_charge:R:1
Y 0.01391 0.16637 -1.24596 0.725 0.347 0.939 1.675
Br 0.34805 -0.50953 -4.31248 0.099 -0.014 -0.057 0.191
Br 2.79048 0.08587 -2.39451 0.136 0.033 -0.248 0.214
N -0.58591 5.96863 1.21355 -0.001 0.167 0.072 -0.711
N 2.11581 2.32364 0.92626 0.010 -0.195 0.008 -0.753
N 0.24376 2.39363 -0.44941 -0.025 0.232 0.011 -0.762
N 0.78329 4.13641 1.08834 0.117 0.236 0.263 -0.550
N -1.54720 1.52843 -2.40080 -0.287 0.271 -0.178 -0.606
N -1.02184 4.40646 -0.40512 0.061 0.183 -0.101 -0.518
C -2.31400 3.76931 -2.72911 -0.010 -0.104 -0.031 -0.175
C 2.97282 -2.01019 3.07890 0.106 0.075 -0.029 -0.591
C -2.54129 0.32182 0.45969 -0.073 0.040 0.031 -0.599
C -2.77684 -1.57178 2.11341 -0.048 0.039 -0.051 -0.598
C -2.04329 -2.61629 -1.28768 0.053 -0.030 -0.027 -0.573
C 3.81597 0.23170 2.39207 -0.048 -0.068 0.075 -0.615
C 1.01453 2.96122 0.53574 0.139 0.108 -0.072 0.639
C -2.36191 1.13691 -3.38904 -0.125 -0.033 -0.073 0.069
C 3.19410 -1.06793 1.87507 0.072 -0.182 0.031 -0.085
C -1.83657 0.61661 2.79408 0.033 -0.080 -0.102 -0.600
C 4.18855 -1.72762 0.91772 -0.060 0.065 0.001 -0.603
C 1.36032 -1.65694 0.14944 -0.148 -0.485 0.039 -0.385
C -1.54253 2.82958 -2.06107 -0.254 -0.014 -0.151 0.160
C -0.88519 -4.06660 0.42380 -0.098 0.081 -0.074 -0.604
C -0.50316 -0.87706 1.25715 -0.148 -0.009 -0.823 -0.050
C -0.71094 -2.92346 -0.59015 -0.234 -0.245 -0.071 -0.055
C -1.89956 -0.40522 1.64668 -0.016 -0.049 0.234 -0.091
C 2.27362 -0.58195 -4.14467 0.005 0.044 -0.011 -0.492
C 0.65084 -0.40822 1.87405 -0.008 0.187 -0.199 -0.277
C 1.81483 -0.94314 1.25062 -0.013 0.189 -0.465 -0.022
C -0.71246 3.24506 -0.89489 -0.340 0.126 -0.135 0.461
C -0.08550 -1.70621 0.10680 0.384 -0.504 0.933 -0.411
C -0.25687 4.82910 0.63879 0.004 -0.481 -0.133 0.619
C -3.16389 2.00771 -4.10159 0.046 0.002 0.065 -0.213
C 0.23491 -3.45632 -1.68264 -0.049 0.081 0.046 -0.581
C -3.12649 3.35490 -3.77363 0.072 -0.061 0.059 -0.104
H 0.59279 -2.65917 -2.34714 0.022 -0.042 -0.046 0.172
H -1.36851 6.49909 0.86699 0.043 -0.019 0.015 0.428
H 2.53804 -2.95567 2.75558 -0.016 -0.032 -0.010 0.216
H -3.73097 4.07102 -4.31269 -0.010 0.010 -0.008 0.255
H 0.06509 -4.26748 0.91762 0.035 -0.019 0.000 0.221
H -1.20640 -4.97544 -0.08793 -0.019 -0.030 0.013 0.223
H 2.30355 -1.55837 3.81075 -0.005 -0.002 0.044 0.214
H -1.92510 -1.82593 -2.05521 -0.033 -0.013 0.003 0.158
H 3.92610 -2.21803 3.56649 0.002 -0.004 0.015 0.228
H 4.34544 -1.12155 0.02167 0.012 -0.012 -0.027 0.194
H 1.10058 -3.95992 -1.25730 0.035 0.022 -0.019 0.230
H 2.70458 0.05243 -4.91010 -0.012 0.037 0.059 0.268
H 2.62506 2.73593 1.69192 0.005 0.006 0.019 0.434
H 3.14386 0.77148 3.06135 -0.033 0.037 0.010 0.207
H 4.14384 0.88765 1.58406 0.004 0.010 -0.049 0.197
H -2.53936 -0.26260 -0.46868 0.003 -0.015 0.032 0.198
H -2.29917 -2.10554 2.93504 0.023 0.004 0.002 0.231
H -2.38447 0.07411 -3.60893 -0.009 0.024 -0.010 0.212
H 5.15306 -1.83659 1.41264 0.019 0.005 -0.003 0.235
H -3.73829 -1.19957 2.46891 -0.023 0.012 0.000 0.226
H 2.59493 -1.61324 -4.23100 -0.022 0.013 0.080 0.263
H -0.29353 -4.18153 -2.29980 -0.004 -0.007 -0.028 0.236
H -0.03993 6.31814 1.98477 -0.014 -0.008 -0.026 0.432
H -1.44776 0.17064 3.70911 0.023 -0.014 0.001 0.230
H -3.80052 1.63557 -4.89077 -0.006 -0.022 -0.006 0.258
H -2.83410 -2.31356 -0.60809 0.007 0.048 -0.019 0.225
H -2.39670 -3.49798 -1.82270 -0.011 0.010 -0.036 0.245
H 3.86300 -2.72300 0.61705 -0.005 -0.025 -0.017 0.215
H -1.21316 1.47608 2.53300 -0.005 0.010 0.017 0.199
H 0.66557 0.23296 2.73967 -0.017 0.071 0.080 0.243
H -2.97043 -2.28429 1.31637 -0.048 -0.015 0.061 0.203
H -1.61715 -3.83098 1.19174 -0.006 -0.001 0.005 0.221
H 2.19594 1.32410 0.80639 0.015 0.046 -0.017 0.423
H 1.99680 -2.24361 -0.49214 0.027 -0.053 0.087 0.248
H -2.05414 1.29372 0.30086 -0.033 -0.075 0.004 0.205
H -2.27513 4.80077 -2.41756 0.017 0.012 0.020 0.270
H -3.59166 0.53945 0.66339 -0.016 0.045 -0.054 0.261
H 4.70749 -0.01905 2.96631 0.004 0.040 0.032 0.242
H -2.83963 0.98508 3.00899 -0.025 -0.009 0.002 0.229
```
Forces are in eV/Å.


Record 2
The following is a quantum chemistry calculation of a gas-phase ion, C4H12NO2 (charge +1) at a distorted geometry, from the Open Molecules 2025 dataset.

SMILES: CC(C)([NH3+])COO
Lowest unoccupied orbital energy in eV: -3.30
ΔE to the lowest compared entry with this formula, charge and spin in kcal/mol: 113.3
Net charge: +1
Multiplicity: 1
HOMO energy in Eh: -0.553

Geometry as XYZ:
```
19
Properties=species:S:1:pos:R:3:forces:R:3:nbo_charge:R:1
O 1.32757 -1.61738 -0.23771 -2.279 0.794 -2.146 -0.304
O 0.70848 -2.92834 -0.13124 0.222 -0.564 -0.774 -0.466
N -0.36061 -0.29351 1.28521 -0.667 -2.093 0.146 -0.706
C 0.27315 -0.65819 -1.01683 0.417 -1.414 3.555 -0.087
C 0.97413 1.42890 0.28533 1.692 -0.411 -4.642 -0.632
C -1.45706 1.13171 -0.38492 2.392 2.929 -0.034 -0.639
C -0.18057 0.44252 -0.02371 2.087 -0.211 1.169 0.107
H 1.97150 0.94195 0.39743 -0.865 -0.071 0.089 0.246
H -1.19635 1.55576 -1.35629 -0.775 0.164 -0.138 0.252
H -2.27417 0.54852 -0.40011 -2.762 -2.584 -0.651 0.224
H 0.72875 1.88832 1.15706 -0.467 1.998 2.398 0.207
H 1.19526 2.19801 -0.60957 -0.983 -1.575 2.123 0.259
H -1.79429 1.96252 0.27914 0.958 -0.341 -0.263 0.247
H -0.44165 0.31256 2.11049 -0.504 -0.182 -0.352 0.446
H -1.16491 -0.97064 1.14366 0.735 1.120 0.817 0.447
H -0.57606 -1.24045 -1.31374 -0.104 -0.714 -0.286 0.216
H 1.06515 -3.57317 -0.84441 -0.195 2.057 1.220 0.494
H 0.75895 -0.18983 -1.79572 1.243 0.567 -1.827 0.221
H 0.44275 -0.93926 1.45591 -0.144 0.531 -0.402 0.470
```
Forces are in eV/Å.


Record 3
The following is a quantum chemistry calculation of a molecular structure, CH2F2N2O at a distorted geometry, from the Open Molecules 2025 dataset.

Lowest unoccupied orbital energy in eV: -1.27
ΔE to the lowest compared entry with this formula, charge and spin in kcal/mol: 113.8
Multiplicity: 1
HOMO energy in Eh: -0.377

Geometry as XYZ:
```
8
Properties=species:S:1:pos:R:3:forces:R:3:nbo_charge:R:1
F 2.00125 -1.46471 1.47779 -1.051 0.842 -0.760 -0.174
F 1.16271 -0.97705 -0.63468 0.545 0.122 1.697 -0.355
O -1.29854 0.00527 0.19802 -2.040 -1.226 0.455 -0.506
N 1.13215 -0.47187 0.89464 0.470 -0.705 -1.386 0.464
N 0.53912 0.41220 1.21982 1.888 0.054 1.317 0.039
C -1.24977 0.65949 -0.79493 0.637 0.123 0.547 0.271
H -1.31645 0.12368 -1.73568 -0.212 0.541 -0.853 0.137
H -0.97047 1.71299 -0.62497 -0.235 0.249 -1.018 0.123
```
Forces are in eV/Å.